C6H5N | ωB97M-V/def2-TZVPD

Structure (XYZ):
```
12
Properties=species:S:1:pos:R:3:lowdin_charge:R:1
C 1.36 1.71 -0.53 0.18
C 0.90 0.58 -0.39 -0.21
C 1.51 -1.13 -0.29 0.02
N 0.26 -1.64 0.20 -0.07
C -0.32 -0.41 -0.33 -0.37
C -1.38 0.16 0.50 -0.08
C -2.27 0.60 1.18 0.14
H 1.91 2.62 -0.58 0.05
H 1.51 -1.35 -1.38 0.06
H 0.27 -1.55 1.21 0.10
H -0.67 -0.59 -1.35 0.15
H -3.06 1.00 1.78 0.03
```

Results
Kohn-Sham gap (alpha / beta)   7.43 / 7.57 eV
Energy   -7784.3231 eV
Relative energy (zero: lowest compared OMol25 entry of this formula, charge and spin)   720.9 kJ/mol
Net charge   0

=====

C6H5N | ωB97M-V/def2-TZVPD

Structure (XYZ):
```
12
Properties=species:S:1:pos:R:3:lowdin_charge:R:1
C -2.00 1.74 -1.37 0.13
C 2.18 -1.60 0.31 0.12
C -1.08 1.66 -0.57 -0.10
C 1.01 -1.38 0.15 -0.26
C -0.25 0.95 0.35 -0.25
C -0.31 -1.02 -0.03 -0.07
N 0.62 1.46 1.10 0.15
H -3.02 1.86 -1.69 0.04
H 3.22 -1.79 0.49 0.03
H -0.96 -1.64 0.67 0.12
H -0.57 -1.08 -1.02 0.06
H 1.18 0.84 1.63 0.04
```

Results
Kohn-Sham gap   9.27 eV
Energy   -7786.8572 eV
Relative energy (zero: lowest compared OMol25 entry of this formula, charge and spin)   476.4 kJ/mol
Net charge   0

=====

C6H5N2O2S2 | ωB97M-V/def2-TZVPD

Structure (XYZ):
```
17
Properties=species:S:1:pos:R:3:lowdin_charge:R:1
N -0.77 -2.38 -3.65 0.30
N -1.16 -1.40 -3.30 -0.57
S -1.84 -0.07 -2.87 0.89
S -2.00 0.03 -0.34 0.71
O -2.95 1.06 -0.18 -0.22
O -2.43 -1.33 -0.27 -0.26
C -0.39 0.30 0.28 -0.36
C -0.07 1.38 1.05 -0.03
C 1.14 1.44 1.70 -0.05
C 2.02 0.41 1.56 -0.02
C 1.66 -0.70 0.75 -0.03
C 0.49 -0.72 0.06 -0.10
H -0.84 2.19 1.09 0.15
H 1.64 2.30 2.13 0.13
H 2.88 0.59 2.22 0.14
H 2.40 -1.57 0.47 0.16
H 0.20 -1.54 -0.69 0.14
```

Results
Kohn-Sham gap   7.83 eV
SMILES   N#[N+]SS(=O)(=O)c1ccccc1
Energy   -35037.7556 eV
Relative energy (zero: lowest compared OMol25 entry of this formula, charge and spin)   22.0 kJ/mol
Net charge   +1

=====

C6H5N2O5P | ωB97M-V/def2-TZVPD

Structure (XYZ):
```
19
Properties=species:S:1:pos:R:3:lowdin_charge:R:1
O -0.28 2.63 -3.78 -0.13
N 0.88 2.19 -3.74 -0.61
O 1.74 2.37 -4.62 -0.11
N 1.22 1.55 -2.71 -0.05
P 2.82 0.94 -2.72 0.30
O 3.16 0.06 -3.84 -0.37
O 3.74 1.81 -1.95 -0.39
O 2.41 -0.36 -1.55 -0.16
C 1.24 -0.15 -0.90 -0.38
C 0.27 -1.17 -0.93 -0.06
C -0.75 -1.26 -0.02 -0.15
C -0.82 -0.28 0.96 -0.16
C -0.03 0.91 0.94 -0.07
C 0.96 0.94 -0.07 -0.04
H 0.26 -1.70 -1.84 0.09
H -1.45 -2.09 -0.22 0.09
H -1.64 -0.36 1.64 0.05
H -0.17 1.67 1.60 0.04
H 1.69 1.73 -0.29 0.10
```

Results
Kohn-Sham gap   6.72 eV
SMILES   O=[N+]([O-])N=P([O-])([O-])Oc1ccccc1
Energy   -28808.2312 eV
Net charge   -2

=====

C6H5N3O2 | ωB97M-V/def2-TZVPD

Structure (XYZ):
```
16
Properties=species:S:1:pos:R:3:lowdin_charge:R:1
C -0.18 0.79 0.65 -0.10
C 0.65 1.33 -0.32 -0.09
C -0.64 -0.50 0.62 -0.03
C 1.09 0.58 -1.35 0.00
C -0.12 -1.36 -0.34 -0.19
C 0.81 -0.85 -1.32 -0.24
N -0.42 -3.50 -1.28 0.12
N -0.48 -2.67 -0.44 -0.18
N 0.74 -2.53 -3.14 0.03
O 1.51 -3.19 -3.73 0.09
O 1.47 -1.55 -2.19 -0.04
H -0.67 1.35 1.33 0.07
H 0.76 2.42 -0.26 0.12
H -1.26 -0.77 1.46 0.11
H 1.82 1.11 -2.00 0.13
H -0.85 -3.06 0.67 0.20
```

Results
Kohn-Sham gap   8.18 eV
Energy   -14861.5940 eV
Relative energy (zero: lowest compared OMol25 entry of this formula, charge and spin)   616.3 kJ/mol
Net charge   0

=====

C6H5N3O2 | ωB97M-V/def2-TZVPD

Structure (XYZ):
```
16
Properties=species:S:1:pos:R:3:lowdin_charge:R:1
C -2.62 1.21 0.00 -0.14
C -1.28 1.15 0.00 -0.01
C -0.67 -0.18 0.00 -0.22
C 0.75 -0.38 0.00 -0.21
C 1.80 0.53 0.01 -0.01
C 2.95 -0.27 0.01 -0.16
N 2.64 -1.55 0.00 0.03
N 1.32 -1.61 -0.01 0.03
N -1.44 -1.21 0.00 0.07
O -2.72 -1.20 0.00 0.02
O -3.46 0.18 0.00 0.02
H -3.18 2.14 0.00 0.14
H -0.67 2.03 -0.01 0.10
H 1.76 1.60 0.01 0.10
H 3.98 0.04 0.01 0.10
H 0.84 -2.49 -0.01 0.16
```

Results
Kohn-Sham gap   8.59 eV
SMILES   C1=CC(c2ccn[nH]2)=NOO1
Energy   -14862.9307 eV
Relative energy (zero: lowest compared OMol25 entry of this formula, charge and spin)   487.3 kJ/mol
Net charge   0

=====

C6H5N3OS | ωB97M-V/def2-TZVPD

Structure (XYZ):
```
16
Properties=species:S:1:pos:R:3:lowdin_charge:R:1
N -0.22 4.08 0.11 0.02
C -0.20 2.80 -0.24 -0.66
N -0.72 2.26 -1.34 0.00
N -0.80 0.87 -1.28 0.02
C -0.27 0.36 -0.17 -0.68
C -0.01 -0.99 0.04 -0.26
C -0.47 -2.16 -0.64 0.01
C 0.31 -3.22 -0.13 -0.08
C 1.17 -2.73 0.85 -0.10
O 1.06 -1.36 0.92 -0.04
S 0.35 1.42 0.92 1.09
H 0.05 4.04 1.18 0.12
H -1.35 4.40 -0.06 0.21
H -1.36 -2.29 -1.25 0.12
H 0.46 -4.32 -0.32 0.12
H 2.01 -3.15 1.41 0.13
```

Results
Kohn-Sham gap   8.02 eV
SMILES   Nc1nnc(-c2ccco2)s1
Energy   -23652.8714 eV
Relative energy (zero: lowest compared OMol25 entry of this formula, charge and spin)   196.7 kJ/mol
Net charge   0

=====

C6H5NO | ωB97M-V/def2-TZVPD

Structure (XYZ):
```
13
Properties=species:S:1:pos:R:3:lowdin_charge:R:1
C -0.52 -2.77 0.14 0.14
C 0.13 -1.73 0.51 0.02
C 0.40 -0.27 0.20 -0.62
O 0.59 0.50 1.41 -0.03
C 1.47 -0.13 -0.69 -0.16
N 2.57 0.33 -1.02 0.21
C -0.53 0.40 -0.66 -0.06
C -1.12 1.60 -0.09 0.09
H -0.55 -3.90 0.25 0.06
H 0.37 1.45 1.14 0.08
H -0.40 0.04 -1.69 0.13
H -0.83 1.94 0.96 0.07
H -1.58 2.54 -0.47 0.07
```

Results
Kohn-Sham gap   9.90 eV
SMILES   C#C[C@@](O)(C#N)C=C
Energy   -9833.3274 eV
Relative energy (zero: lowest compared OMol25 entry of this formula, charge and spin)   567.4 kJ/mol
Net charge   0

=====

C6H5NO | ωB97M-V/def2-TZVPD

Structure (XYZ):
```
13
Properties=species:S:1:pos:R:3:lowdin_charge:R:1
C 2.38 -0.98 0.05 0.05
C 1.56 0.09 -0.05 -0.12
C 0.10 0.03 -0.05 -0.31
N -0.57 -1.07 -0.06 0.17
C -1.96 -0.68 0.02 -0.42
O -2.89 -1.43 -0.05 0.13
C -2.00 0.84 0.08 0.03
C -0.75 1.25 0.01 -0.02
H 3.47 -0.84 0.06 0.06
H 1.96 -2.01 0.23 0.09
H 2.01 1.10 -0.25 0.11
H -2.89 1.44 0.12 0.11
H -0.42 2.27 -0.11 0.11
```

Results
Kohn-Sham gap   8.68 eV
SMILES   C=CC1=NC(=O)C=C1
Energy   -9838.8149 eV
Relative energy (zero: lowest compared OMol25 entry of this formula, charge and spin)   37.9 kJ/mol
Net charge   0

=====

C6H6 | ωB97M-V/def2-TZVPD

Structure (XYZ):
```
12
Properties=species:S:1:pos:R:3:lowdin_charge:R:1
C -3.63 -0.02 -0.17 -0.07
C 0.93 2.33 -0.26 0.13
C -2.42 -0.03 0.10 0.07
C 0.95 1.17 0.05 -0.18
C 1.47 -1.19 -0.19 -0.12
C 0.99 -0.08 0.65 -0.13
H -4.54 -0.46 0.05 -0.02
H 0.63 3.27 -0.59 0.01
H 1.81 -0.94 -1.26 0.11
H 0.79 -1.92 -0.18 0.01
H 2.45 -1.75 0.27 0.13
H 0.59 -0.36 1.54 0.06
```

Results
Kohn-Sham gap (alpha / beta)   9.77 / 4.96 eV
Energy   -6309.4615 eV
Relative energy (zero: lowest compared OMol25 entry of this formula, charge and spin)   939.6 kJ/mol
Net charge   0

=====

C6H6 | ωB97M-V/def2-TZVPD

Structure (XYZ):
```
12
Properties=species:S:1:pos:R:3:lowdin_charge:R:1
C 2.95 0.84 -0.09 0.11
C 2.17 -0.08 -0.14 -0.15
C 1.17 -1.16 -0.19 -0.22
C -0.19 -0.61 -0.12 -0.04
C -1.26 -0.08 0.01 -0.08
C -2.53 0.62 0.21 -0.11
H 3.62 1.66 -0.04 0.02
H 1.31 -1.75 -1.11 0.12
H 1.34 -1.85 0.65 0.12
H -3.16 0.07 0.92 0.08
H -2.34 1.61 0.62 0.08
H -3.08 0.73 -0.72 0.08
```

Results
Kohn-Sham gap   10.59 eV
SMILES   C#CCC#CC
Energy   -6315.5609 eV
Relative energy (zero: lowest compared OMol25 entry of this formula, charge and spin)   351.1 kJ/mol
Net charge   0

=====

C6H6 | ωB97M-V/def2-TZVPD

Structure (XYZ):
```
12
Properties=species:S:1:pos:R:3:lowdin_charge:R:1
C -2.40 0.79 0.25 -0.12
C -1.13 0.17 0.07 -0.08
C -0.06 -0.34 -0.09 -0.05
C 1.23 -0.96 -0.26 -0.22
C 2.50 0.19 -1.31 0.07
C 2.62 0.06 -0.05 -0.14
H -2.46 1.63 0.96 0.08
H -2.87 1.24 -0.64 0.08
H -3.20 0.14 0.61 0.08
H 1.25 -1.68 -1.08 0.11
H 1.51 -1.52 0.64 0.11
H 3.02 0.28 0.89 0.07
```

Results
Kohn-Sham gap   10.62 eV
Energy   -6313.0039 eV
Relative energy (zero: lowest compared OMol25 entry of this formula, charge and spin)   597.8 kJ/mol
Net charge   0

=====

C6H6 | ωB97M-V/def2-TZVPD

Structure (XYZ):
```
12
Properties=species:S:1:pos:R:3:lowdin_charge:R:1
C 3.69 0.16 -0.01 0.12
C 2.58 -0.27 0.16 -0.16
C 1.26 -0.66 0.19 -0.06
C 0.09 -0.81 -0.05 -0.03
C -1.36 -0.71 0.00 -0.24
C -1.79 0.77 -0.05 -0.09
H 4.65 0.56 -0.21 0.03
H -1.88 -1.30 -0.76 0.11
H -1.57 -1.21 0.95 0.11
H -2.66 0.96 0.58 0.07
H -0.98 1.43 0.28 0.07
H -2.04 1.08 -1.07 0.07
```

Results
Kohn-Sham gap   10.15 eV
SMILES   C#CC#CCC
Energy   -6315.4390 eV
Relative energy (zero: lowest compared OMol25 entry of this formula, charge and spin)   362.9 kJ/mol
Net charge   0

=====

C6H6 | ωB97M-V/def2-TZVPD

Structure (XYZ):
```
12
Properties=species:S:1:pos:R:3:lowdin_charge:R:1
C -2.67 0.65 0.33 -0.10
C -1.36 0.15 -0.05 -0.06
C -0.26 -0.24 -0.39 -0.03
C 1.02 -0.67 -0.82 -0.13
C 2.21 -0.26 -0.21 -0.32
C 3.10 0.53 0.28 0.10
H -2.64 1.11 1.33 0.08
H -3.00 1.42 -0.38 0.08
H -3.42 -0.14 0.34 0.08
H 1.07 -1.45 -1.58 0.11
H 2.22 -1.41 0.00 0.18
H 3.73 0.32 1.15 0.02
```

Results
Kohn-Sham gap (alpha / beta)   7.03 / 7.80 eV
Energy   -6312.3067 eV
Relative energy (zero: lowest compared OMol25 entry of this formula, charge and spin)   665.1 kJ/mol
Net charge   0

=====

C6H6 | ωB97M-V/def2-TZVPD

Structure (XYZ):
```
12
Properties=species:S:1:pos:R:3:lowdin_charge:R:1
C 0.23 1.04 1.36 -0.03
C 1.45 0.81 0.51 -0.18
C 2.53 0.62 -0.17 0.07
C 1.34 -0.16 -0.73 -0.20
C 0.25 -0.66 -0.98 -0.05
C -1.11 -1.12 -1.14 -0.09
H 0.34 0.51 2.31 0.09
H -0.68 0.65 0.89 0.07
H 0.08 2.10 1.52 0.08
H -1.79 -0.32 -1.47 0.08
H -1.51 -1.55 -0.21 0.09
H -1.12 -1.91 -1.89 0.08
```

Results
Kohn-Sham gap   9.35 eV
Energy   -6313.1865 eV
Relative energy (zero: lowest compared OMol25 entry of this formula, charge and spin)   580.2 kJ/mol
Net charge   0